Entry 1:
One molecule with the formula C5H8O2. Source: OMol25; level of theory: ωB97M-V/def2-TZVPD.

Computed properties:
Orbital gap (eV): 9.4622
Net charge: 0

Atoms and positions in Å:
O (3.71, 0.97, 1.23)
O (1.71, -0.06, 0.88)
C (1.52, 0.26, -0.40)
C (-2.39, -0.09, -0.49)
C (0.06, 0.37, -0.68)
C (-1.01, -0.40, 0.09)
C (3.09, -0.03, 1.15)
H (-0.08, 1.46, -0.53)
H (-0.98, -0.15, 1.16)
H (-2.63, 0.97, -0.40)
H (-2.41, -0.33, -1.56)
H (-0.06, 0.22, -1.75)
H (-3.19, -0.66, 0.00)
H (3.47, -1.05, 1.28)
H (-0.81, -1.48, 0.02)

***

Entry 2:
One molecule with the formula C5H8O2. Source: OMol25; level of theory: ωB97M-V/def2-TZVPD.

Computed properties:
Structure (SMILES): C=C(O)C1(O)CC1
Orbital gap (eV): 9.5667
Net charge: 0

Atoms and positions in Å:
O (-1.10, 1.42, 0.93)
O (-2.00, -0.45, -0.68)
C (0.84, -0.10, 1.36)
C (-0.16, 0.53, 0.41)
C (1.24, 1.01, 0.44)
C (-0.64, -0.35, -0.70)
C (0.09, -1.08, -1.54)
H (1.16, -0.94, -1.68)
H (1.38, 2.00, 0.87)
H (-1.93, 0.94, 1.03)
H (1.87, 0.79, -0.42)
H (1.18, -1.11, 1.13)
H (-0.38, -1.90, -2.08)
H (-2.26, -0.88, -1.50)
H (0.73, 0.13, 2.42)

***

Entry 3:
C5H8O2 as an isolated structure. Source: OMol25; level of theory: ωB97M-V/def2-TZVPD.

Computed properties:
Orbital gap (eV): 8.6220
Net charge: 0

Atoms and positions in Å:
O (-0.12, 1.34, 0.25)
O (-0.13, -0.62, 2.19)
C (1.14, 0.41, 0.34)
C (-0.78, 0.47, -0.71)
C (0.41, -0.83, 0.89)
C (0.41, 0.85, -1.51)
C (-0.71, -0.96, -0.16)
H (0.27, 1.86, -1.96)
H (-0.51, 0.28, 2.18)
H (-1.78, 0.85, -0.97)
H (1.01, -1.74, 0.98)
H (-0.45, -1.66, -0.96)
H (1.79, 0.83, 1.14)
H (1.09, 0.22, -2.02)
H (-1.64, -1.29, 0.30)

***

Entry 4:
A 2-piece molecular cluster, C5H8O2 overall. Source: OMol25; level of theory: ωB97M-V/def2-TZVPD.

Computed properties:
Orbital gap (eV): 8.6356
Net charge: 0

Atoms and positions in Å:
O (-0.67, 1.48, -1.00)
O (-1.54, -0.73, -2.22)
C (-1.35, -1.32, -1.18)
C (2.27, -0.12, 1.41)
C (-0.26, 0.69, 0.00)
C (0.62, 1.16, 0.90)
C (-0.90, -0.68, 0.11)
H (-1.55, -2.41, -1.13)
H (2.80, 0.34, 0.55)
H (0.85, 0.65, 1.86)
H (-1.81, -0.60, 0.73)
H (1.00, 2.17, 0.79)
H (-0.24, -1.37, 0.64)
H (-1.13, 0.94, -1.68)
H (1.81, -1.02, 0.94)

***

Entry 5:
A 2-piece molecular cluster, C5H8O2 overall. Source: OMol25; level of theory: ωB97M-V/def2-TZVPD.

Computed properties:
Orbital gap (eV): 9.4600
Net charge: 0

Atoms and positions in Å:
O (0.55, 0.53, -1.48)
O (2.20, -0.82, 0.47)
C (-0.37, 0.66, -0.42)
C (-0.95, -1.75, 0.65)
C (-0.71, -0.66, 0.17)
C (2.81, -0.45, 1.57)
C (-1.62, 1.34, -0.97)
H (0.05, 1.28, 0.39)
H (1.37, -1.34, 0.60)
H (1.40, 0.25, -1.11)
H (-1.33, 2.31, -1.38)
H (2.21, -0.88, 2.42)
H (-1.22, -2.70, 1.05)
H (-2.36, 1.49, -0.18)
H (-2.05, 0.73, -1.76)

***

Entry 6:
A 2-piece molecular cluster, C5H8O2 overall. Source: OMol25; level of theory: ωB97M-V/def2-TZVPD.

Computed properties:
Structure (SMILES): CC1=C[C@H]1O.C=O
Orbital gap (eV): 9.6072
Net charge: 0

Atoms and positions in Å:
O (2.01, -0.78, 0.67)
O (-0.15, 0.63, 1.81)
C (2.46, 0.32, 0.44)
C (-1.66, -0.95, 0.53)
C (-1.07, -0.24, -0.39)
C (-1.23, 0.41, 0.93)
C (-0.62, -0.11, -1.80)
H (-2.12, -1.88, 0.83)
H (1.98, 1.23, 0.83)
H (-1.94, 1.22, 1.09)
H (-0.84, -1.00, -2.38)
H (0.45, -0.13, 1.72)
H (0.46, 0.07, -1.85)
H (-1.11, 0.75, -2.27)
H (3.38, 0.44, -0.17)

***

Entry 7:
One molecule with the formula C5H8O2. Source: OMol25; level of theory: ωB97M-V/def2-TZVPD.

Computed properties:
Structure (SMILES): OC[C@@H]1C[C@H]2O[C@@H]12
Orbital gap (eV): 10.6068
Net charge: 0

Atoms and positions in Å:
O (-1.58, 0.60, -0.69)
O (0.43, -1.62, 1.43)
C (-0.14, -0.32, 1.21)
C (-0.42, 1.40, -0.53)
C (0.91, -0.69, -0.66)
C (-0.14, -1.44, 0.16)
C (0.64, 0.56, 0.22)
H (1.48, 1.15, 0.58)
H (0.69, -0.55, -1.71)
H (-1.56, 0.09, 0.16)
H (-0.67, 2.32, 0.01)
H (1.90, -1.12, -0.50)
H (-0.86, -2.15, -0.25)
H (-0.65, 0.07, 2.11)
H (-0.03, 1.69, -1.52)

***

Entry 8:
A 2-piece molecular cluster, C5H8O2 overall. Source: OMol25; level of theory: ωB97M-V/def2-TZVPD.

Computed properties:
Structure (SMILES): C=C1CCC1=O.O
Orbital gap (eV): 9.7844
Net charge: 0

Atoms and positions in Å:
O (1.03, -0.61, -1.97)
O (-1.91, 0.38, -1.12)
C (0.03, 0.68, 0.43)
C (0.56, 1.90, 0.33)
C (-0.92, -1.27, 0.53)
C (-1.14, 0.03, -0.27)
C (0.30, -0.59, 1.22)
H (1.28, 0.27, -1.64)
H (0.12, 2.63, -0.35)
H (1.25, -1.08, 1.00)
H (-1.76, -1.51, 1.19)
H (1.42, 2.21, 0.92)
H (0.23, -0.45, -2.48)
H (-0.70, -2.13, -0.10)
H (0.20, -0.46, 2.30)

***

Entry 9:
One molecule with the formula C5H8O2. Source: OMol25; level of theory: ωB97M-V/def2-TZVPD.

Computed properties:
Structure (SMILES): O=C1CC[C@@H]1CO
Orbital gap (eV): 10.4670
Net charge: 0

Atoms and positions in Å:
O (2.53, -0.15, 1.26)
O (-2.34, 0.61, 0.58)
C (-0.99, 0.96, 0.92)
C (-0.01, -0.12, 0.40)
C (0.28, 0.00, -1.07)
C (1.62, -0.41, 0.51)
C (1.50, -0.90, -1.04)
H (-0.75, 1.92, 0.43)
H (-0.62, -0.26, -1.62)
H (-0.50, -1.10, 0.56)
H (0.61, 1.02, -1.30)
H (-2.92, 1.26, 1.01)
H (1.24, -1.97, -1.08)
H (-0.89, 1.08, 2.00)
H (2.24, -0.73, -1.85)

***

Entry 10:
C5H8O2 as an isolated structure. Source: OMol25; level of theory: ωB97M-V/def2-TZVPD.

Computed properties:
Orbital gap (eV): 10.7490
Net charge: 0

Atoms and positions in Å:
O (-0.50, -0.05, -1.45)
O (0.62, -2.62, -0.68)
C (-0.24, 0.56, -0.20)
C (1.02, 0.28, 0.64)
C (0.03, 0.16, 1.79)
C (-1.06, 0.36, 1.03)
C (-0.44, 1.38, -1.39)
H (1.50, -0.66, 0.35)
H (0.18, -0.03, 2.85)
H (-1.39, 1.89, -1.55)
H (0.41, -1.92, -1.31)
H (0.42, 1.83, -1.89)
H (-2.13, 0.38, 1.23)
H (-0.17, -2.66, -0.12)
H (1.75, 1.09, 0.71)

***

Entry 11:
C5H8O2 as an isolated structure. Source: OMol25; level of theory: ωB97M-V/def2-TZVPD.

Computed properties:
Orbital gap (eV): 9.2521
Net charge: 0

Atoms and positions in Å:
O (3.60, 0.15, -0.05)
O (0.44, 0.41, 1.21)
C (2.65, 0.53, 0.58)
C (-2.14, 0.11, 0.15)
C (1.18, 0.30, 0.24)
C (-1.00, -0.88, -0.19)
C (0.67, -0.15, -1.04)
H (-2.14, 0.98, -0.51)
H (-2.14, 0.49, 1.19)
H (-0.77, -1.49, 0.70)
H (0.03, 0.54, -1.57)
H (1.50, -0.44, -1.76)
H (2.72, 1.06, 1.55)
H (-1.24, -1.47, -1.05)
H (-3.12, -0.38, 0.00)

***

Entry 12:
One molecule with the formula C5H8O2. Source: OMol25; level of theory: ωB97M-V/def2-TZVPD.

Computed properties:
Orbital gap (alpha / beta) (eV): 8.4126 / 7.8489
Net charge: 0

Atoms and positions in Å:
O (2.11, 0.71, -2.06)
O (-1.17, 1.42, -0.61)
C (-0.67, 0.24, -0.15)
C (1.63, -0.39, 0.05)
C (-1.84, -0.69, 0.20)
C (1.33, 0.29, -1.27)
C (0.48, 0.21, 0.85)
H (-1.51, -1.61, 0.68)
H (-2.50, -0.18, 0.93)
H (0.72, 1.23, 1.14)
H (-2.46, -0.92, -0.67)
H (-0.40, 1.80, -1.06)
H (1.42, -1.43, -0.22)
H (2.63, -0.30, 0.47)
H (0.24, -0.38, 1.74)

***

Entry 13:
A 2-piece molecular cluster, C5H8O2 overall. Source: OMol25; level of theory: ωB97M-V/def2-TZVPD.

Computed properties:
Structure (SMILES): C#C[C@@]1(C)CO1.O
Orbital gap (eV): 10.9293
Net charge: 0

Atoms and positions in Å:
O (-0.49, 0.01, -2.76)
O (-0.22, 1.10, -0.56)
C (0.93, 0.13, -0.71)
C (0.73, 0.85, 1.70)
C (0.13, 0.24, 0.49)
C (-0.85, -0.83, 0.68)
C (-1.65, -1.72, 0.84)
H (1.44, 1.61, 1.38)
H (-0.91, -0.79, -2.42)
H (1.82, 0.72, -0.89)
H (1.25, 0.06, 2.24)
H (0.94, -0.82, -1.25)
H (-0.71, 0.65, -2.06)
H (-0.05, 1.29, 2.32)
H (-2.35, -2.51, 1.01)

***

Entry 14:
One molecule with the formula C5H8O2. Source: OMol25; level of theory: ωB97M-V/def2-TZVPD.

Computed properties:
Structure (SMILES): O=C1CC(CO)C1
Orbital gap (eV): 10.2043
Net charge: 0

Atoms and positions in Å:
O (-1.73, 1.15, 0.34)
O (3.05, 0.40, 0.20)
C (-0.08, -0.58, -0.13)
C (-1.53, -0.22, 0.02)
C (1.86, 0.22, 0.15)
C (0.81, 0.42, -0.93)
C (0.85, -0.43, 1.10)
H (-0.06, -1.58, -0.56)
H (0.40, 1.43, -0.87)
H (-2.09, -0.85, 0.70)
H (1.09, 0.18, -1.96)
H (1.17, -1.33, 1.62)
H (-2.19, 1.19, -0.51)
H (0.47, 0.31, 1.81)
H (-2.01, -0.32, -0.99)

***

Entry 15:
A 2-piece molecular cluster, C5H8O2 overall. Source: OMol25; level of theory: ωB97M-V/def2-TZVPD.

Computed properties:
Structure (SMILES): C=C=CO.CC=O
Orbital gap (eV): 9.2183
Net charge: 0

Atoms and positions in Å:
O (-0.66, 0.99, -1.76)
O (0.74, -1.64, 1.16)
C (-1.32, -1.66, -0.13)
C (1.62, 1.70, 0.97)
C (-0.19, -1.05, 0.66)
C (0.45, 0.56, -1.05)
C (0.86, 1.15, 0.08)
H (2.14, 2.63, 0.77)
H (-2.01, -2.16, 0.54)
H (-1.17, 1.59, -1.20)
H (-1.89, -0.89, -0.64)
H (-0.91, -2.38, -0.83)
H (-0.55, -0.05, 1.18)
H (1.77, 1.24, 1.94)
H (1.12, -0.01, -1.69)

***

Entry 16:
A 2-piece molecular cluster, C5H8O2 overall. Source: OMol25; level of theory: ωB97M-V/def2-TZVPD.

Computed properties:
Orbital gap (eV): 9.2822
Net charge: 0

Atoms and positions in Å:
O (-0.33, 2.47, 1.28)
O (-2.56, -0.37, -0.85)
C (-3.07, -1.30, -0.12)
C (1.63, 0.88, -0.90)
C (0.15, 1.49, 0.85)
C (0.94, -0.95, 0.87)
C (0.82, 0.54, 0.33)
H (2.52, 0.27, -0.81)
H (-0.12, -1.26, 1.05)
H (1.41, -1.75, 0.20)
H (1.00, 0.70, -1.72)
H (1.90, 1.94, -1.06)
H (-4.27, -1.08, 0.00)
H (1.58, -1.01, 1.78)
H (-1.60, -0.57, -0.90)

***

Entry 17:
C5H8O2S as an isolated structure. Source: OMol25; level of theory: ωB97M-V/def2-TZVPD.

Computed properties:
Orbital gap (eV): 9.3853
Net charge: 0

Atoms and positions in Å:
S (-0.98, -0.35, -1.33)
O (2.77, -0.58, -0.41)
O (-0.23, 2.31, -0.18)
C (-1.87, -0.70, 0.10)
C (-0.54, -0.78, 0.93)
C (1.65, -1.07, -0.50)
C (0.43, -0.11, -0.05)
C (0.88, 1.30, -0.10)
H (-0.55, -0.10, 1.86)
H (1.31, -2.11, -1.02)
H (-0.46, 2.56, -1.16)
H (1.40, 1.59, 0.81)
H (-2.45, 0.21, 0.30)
H (1.64, 1.39, -0.87)
H (-0.72, -1.84, 1.53)
H (-2.26, -1.72, 0.09)

***

Entry 18:
C5H8O2S as an isolated structure. Source: OMol25; level of theory: ωB97M-V/def2-TZVPD.

Computed properties:
Orbital gap (eV): 9.0749
Net charge: 0

Atoms and positions in Å:
S (-1.89, -3.50, -0.49)
O (1.12, -0.33, 1.72)
O (-1.39, -0.94, -0.52)
C (-0.08, 0.58, 1.30)
C (-1.21, -2.16, 0.13)
C (1.04, 1.48, -1.45)
C (-0.62, 0.25, -0.16)
C (0.70, 0.30, -0.87)
H (-0.78, 0.43, 2.12)
H (0.35, 2.37, -1.51)
H (1.03, -0.69, -1.30)
H (-0.63, -1.82, 1.36)
H (0.15, 1.60, 1.30)
H (1.91, 1.27, -2.19)
H (1.67, -0.06, 0.88)
H (-1.37, 1.23, -0.30)

***

Entry 19:
One molecule with the formula C5H8O2S. Source: OMol25; level of theory: ωB97M-V/def2-TZVPD.

Computed properties:
Structure (SMILES): OCC[C@@H]1OC=CS1
Orbital gap (eV): 8.7612
Net charge: 0

Atoms and positions in Å:
S (2.10, -1.07, 0.15)
O (-2.35, 0.78, -0.04)
O (0.49, 1.07, 0.45)
C (2.60, 0.55, -0.29)
C (0.40, -0.42, 0.56)
C (-2.11, -0.58, 0.07)
C (-0.67, -0.98, -0.41)
C (1.67, 1.48, -0.04)
H (3.58, 0.74, -0.74)
H (-0.57, -2.09, -0.44)
H (-2.16, -0.92, 1.10)
H (0.23, -0.67, 1.60)
H (1.77, 2.54, -0.18)
H (-1.52, 1.24, 0.13)
H (-2.99, -1.08, -0.51)
H (-0.46, -0.57, -1.41)

***

Entry 20:
One molecule with the formula C5H8O3. Source: OMol25; level of theory: ωB97M-V/def2-TZVPD.

Computed properties:
Structure (SMILES): C=C(OC)C(=O)OC
Orbital gap (eV): 9.7098
Net charge: 0

Atoms and positions in Å:
O (-1.37, 1.69, 0.03)
O (0.14, 0.88, -1.43)
O (0.46, -1.23, -0.04)
C (-0.70, -0.40, 1.93)
C (1.14, -2.28, 0.65)
C (-0.54, 0.85, -0.19)
C (-0.17, 2.04, -2.14)
C (-0.16, -0.27, 0.68)
H (-0.61, -0.90, 2.87)
H (1.74, -1.94, 1.54)
H (-0.04, 2.96, -1.41)
H (0.47, -3.02, 1.03)
H (1.86, -2.82, 0.02)
H (0.46, 2.02, -3.06)
H (-1.50, 0.39, 1.91)
H (-1.19, 2.02, -2.38)

***

M? In order: 100.12, 100.12, 100.12, 100.12, 100.12, 100.12, 100.12, 100.12, 100.12, 100.12, 100.12, 100.12, 100.12, 100.12, 100.12, 100.12, 132.18, 132.18, 132.18, 116.12 g/mol.
Energy above the lowest of the compared OMol25 structures with the same formula, charge and spin? In order: 3.195, 1.858, 5.329, 5.548, 5.389, 3.492, 3.411, 1.597, 2.007, 2.927, 3.553, 3.504, 4.055, 1.809, 3.905, 5.066, 3.440, 5.043, 1.401, 2.587 eV.
Total energy? In order: -9406.6375, -9407.9741, -9404.5031, -9404.2838, -9404.4430, -9406.3402, -9406.4213, -9408.2349, -9407.8251, -9406.9050, -9406.2796, -9406.3284, -9405.7773, -9408.0233, -9405.9269, -9404.7657, -20241.4882, -20239.8852, -20243.5268, -11454.9324 eV.